[1]
137
Properties=species:S:1:pos:R:3:lowdin_charge:R:1 method="wB97M-V/def2-TZVPD" total_energy_ha=-2691.05448 total_charge=+6 homo_lumo_gap_ev=8.87 lumo_energy_ev=-12.59
N -0.348 0.510 -0.710 -0.668
O 0.496 -0.235 -1.138 -0.039
O -0.427 1.681 -1.114 -0.036
O -1.129 0.014 0.031 -0.042
C -2.308 4.301 -3.073 -0.034
C -3.771 4.205 -2.504 -0.106
N -4.363 2.864 -2.544 -0.031
C -3.807 1.624 -2.327 -0.056
C -4.768 0.625 -2.247 -0.036
N -5.966 1.236 -2.503 -0.072
C -5.694 2.586 -2.698 0.040
C -7.314 0.619 -2.653 0.047
H -1.850 5.285 -3.172 0.100
H -2.166 3.979 -4.104 0.061
H -1.721 3.682 -2.395 0.045
H -4.410 4.758 -3.193 0.139
H -3.866 4.486 -1.455 0.133
H -2.747 1.635 -2.120 0.105
H -4.649 -0.436 -2.085 0.139
H -6.523 3.277 -2.743 0.176
H -7.263 -0.334 -3.180 0.114
H -7.981 1.348 -3.112 0.111
H -7.858 0.530 -1.713 0.106
C -5.322 1.528 1.066 -0.033
C -3.777 1.565 1.231 -0.185
N -3.338 0.953 2.437 -0.018
C -3.586 1.383 3.764 0.047
C -2.742 0.619 4.668 0.011
N -2.246 -0.381 3.957 -0.076
C -2.561 -0.154 2.642 -0.011
C -1.390 -1.487 4.419 0.026
H -5.603 2.011 0.130 0.058
H -5.869 2.088 1.824 0.089
H -5.736 0.536 0.885 0.093
H -3.381 2.563 1.041 0.125
H -3.476 0.976 0.365 0.090
H -4.282 2.187 3.955 0.132
H -2.702 0.548 5.745 0.152
H -2.370 -0.777 1.781 0.130
H -0.337 -1.226 4.528 0.079
H -1.463 -2.426 3.870 0.101
H -1.635 -1.686 5.462 0.118
C 2.156 -3.011 -1.663 -0.067
C 3.082 -3.987 -2.412 -0.134
N 4.149 -4.360 -1.508 -0.052
C 5.447 -3.986 -1.649 -0.015
C 6.230 -4.569 -0.644 0.049
N 5.401 -5.494 0.006 -0.083
C 4.133 -5.336 -0.489 0.051
C 5.831 -6.513 0.899 0.003
H 1.608 -2.445 -2.416 0.051
H 2.520 -2.391 -0.843 0.074
H 1.321 -3.458 -1.123 0.049
H 3.484 -3.576 -3.338 0.131
H 2.438 -4.828 -2.671 0.138
H 5.816 -3.391 -2.472 0.131
H 7.306 -4.644 -0.694 0.152
H 3.278 -5.949 -0.244 0.159
H 5.225 -7.419 0.922 0.115
H 5.695 -6.249 1.948 0.110
H 6.802 -6.934 0.638 0.130
C -2.647 6.604 6.505 -0.037
C -2.847 5.180 5.960 -0.129
N -1.605 4.679 5.204 -0.025
C -0.375 4.345 5.645 0.028
C 0.247 3.551 4.642 0.015
N -0.634 3.440 3.574 -0.080
C -1.780 4.122 3.976 -0.018
C -0.332 2.712 2.330 0.007
H -1.779 6.679 7.160 0.086
H -3.559 6.858 7.046 0.101
H -2.564 7.305 5.674 0.093
H -3.760 5.176 5.365 0.120
H -3.122 4.392 6.660 0.129
H -0.107 4.782 6.596 0.151
H 1.256 3.176 4.546 0.130
H -2.670 4.213 3.371 0.147
H 0.649 2.964 1.928 0.102
H -1.046 3.065 1.586 0.088
H -0.394 1.629 2.439 0.075
C 2.402 -3.197 4.610 -0.043
C 2.654 -3.429 3.191 -0.234
N 1.489 -3.463 2.411 -0.085
C 0.712 -2.362 2.096 0.014
C -0.271 -2.911 1.150 0.027
N -0.161 -4.317 1.153 -0.111
C 0.870 -4.648 2.056 0.082
C -0.972 -5.235 0.526 -0.021
H 2.076 -4.089 5.144 0.110
H 1.724 -2.355 4.747 0.072
H 3.320 -2.889 5.111 0.109
H 3.129 -4.399 3.044 0.135
H 3.277 -2.634 2.781 0.139
H 0.930 -1.327 2.312 0.132
H -1.102 -2.474 0.616 0.108
H 1.343 -5.604 2.228 0.171
H -0.505 -5.609 -0.384 0.110
H -1.915 -4.810 0.183 0.119
H -1.077 -6.106 1.174 0.130
C 1.212 2.396 -3.785 -0.063
C 0.885 1.701 -5.077 -0.143
N -0.310 0.856 -4.921 -0.030
C -1.653 1.254 -5.141 0.043
C -2.424 0.076 -4.979 0.007
N -1.589 -0.946 -4.543 -0.086
C -0.294 -0.456 -4.384 0.047
C -1.791 -2.332 -4.091 0.023
H 0.293 2.731 -3.304 0.051
H 1.763 3.337 -3.797 0.101
H 1.743 1.808 -3.037 0.038
H 1.693 1.044 -5.399 0.113
H 0.670 2.374 -5.907 0.146
H -1.851 2.272 -5.446 0.128
H -3.426 -0.132 -5.323 0.140
H 0.591 -1.018 -4.123 0.138
H -1.579 -2.356 -3.022 0.086
H -1.138 -3.048 -4.591 0.111
H -2.855 -2.482 -4.273 0.108
C 4.564 0.936 -4.551 -0.041
C 3.974 0.047 -3.507 -0.210
N 4.561 0.188 -2.153 -0.044
C 5.816 -0.358 -1.794 0.041
C 5.970 0.146 -0.483 0.031
N 4.869 0.966 -0.045 -0.069
C 3.990 0.895 -1.115 0.031
C 4.637 1.459 1.321 0.028
H 4.552 2.012 -4.379 0.101
H 4.109 0.698 -5.512 0.095
H 5.599 0.600 -4.612 0.095
H 4.206 -0.981 -3.786 0.115
H 2.889 -0.038 -3.450 0.091
H 6.391 -1.040 -2.402 0.132
H 6.718 -0.053 0.270 0.134
H 3.001 1.330 -1.138 0.143
H 5.053 2.457 1.457 0.118
H 5.079 0.688 1.952 0.103
H 3.554 1.431 1.447 0.085


[2]
135
Properties=species:S:1:pos:R:3:mulliken_spin:R:1 method="wB97M-V/def2-TZVPD" total_energy_ha=-2652.29260 total_charge=+1 homo_lumo_gap_ev="8.62 / 2.52" lumo_energy_ev="-2.48 / -8.56" spin_multiplicity=2
C -22.334 10.190 -12.120 -0.017
C -22.723 10.523 -10.628 0.007
C -23.330 9.261 -10.087 0.034
O -22.665 8.150 -10.704 0.623
C -22.149 8.632 -11.935 0.024
H -21.522 10.826 -12.471 0.002
H -23.224 10.481 -12.679 0.008
H -23.168 11.514 -10.711 -0.008
H -21.772 10.777 -10.161 0.000
H -24.363 9.126 -10.408 0.064
H -23.137 9.180 -9.017 0.025
H -22.790 8.011 -12.561 0.074
H -21.118 8.322 -12.102 0.051
C -20.321 11.351 -7.986 -0.001
C -20.541 10.049 -7.254 0.002
C -19.172 9.958 -6.429 0.000
O -18.818 11.320 -6.298 0.000
C -19.722 12.174 -6.968 0.000
H -21.341 11.627 -8.255 0.001
H -19.866 11.181 -8.962 0.000
H -20.741 9.157 -7.850 -0.001
H -21.376 10.094 -6.554 0.000
H -18.466 9.383 -7.028 0.000
H -19.470 9.582 -5.450 0.000
H -19.269 13.037 -7.455 0.000
H -20.482 12.562 -6.290 0.000
C -31.512 10.356 -9.028 0.000
C -31.530 11.151 -7.755 0.000
C -32.944 10.995 -7.438 0.000
O -33.248 9.629 -7.728 0.000
C -32.376 9.152 -8.732 0.000
H -30.516 10.127 -9.407 -0.001
H -32.068 10.900 -9.792 0.000
H -31.366 12.228 -7.766 0.000
H -30.745 10.786 -7.094 0.000
H -33.556 11.789 -7.866 0.000
H -32.989 11.175 -6.364 0.000
H -32.865 8.991 -9.693 0.000
H -31.910 8.197 -8.486 0.000
C -24.971 7.830 -4.541 0.000
C -25.359 6.324 -4.699 0.000
C -25.024 5.843 -6.117 0.000
O -24.218 7.016 -6.615 0.000
C -24.806 8.202 -6.058 0.001
H -24.059 8.079 -3.999 0.000
H -25.816 8.405 -4.162 0.000
H -26.447 6.389 -4.666 0.000
H -24.790 5.778 -3.946 0.000
H -25.824 5.675 -6.839 0.000
H -24.368 4.973 -6.141 0.000
H -25.747 8.369 -6.581 -0.001
H -24.182 9.095 -6.094 0.000
C -25.227 16.342 -12.254 0.000
C -23.833 15.758 -12.450 0.000
C -23.685 14.583 -11.446 0.000
O -24.698 14.901 -10.459 0.000
C -25.818 15.584 -11.087 0.000
H -25.900 16.446 -13.105 0.000
H -25.036 17.379 -11.980 0.000
H -22.997 16.425 -12.239 0.000
H -23.674 15.458 -13.486 0.000
H -22.689 14.412 -11.037 0.000
H -24.065 13.630 -11.815 0.000
H -26.318 16.378 -10.533 0.000
H -26.499 14.886 -11.574 0.000
C -24.502 12.202 -8.158 0.002
C -25.950 11.893 -8.381 -0.001
O -26.385 10.771 -8.225 0.000
N -26.741 12.918 -8.639 0.000
C -28.166 12.738 -9.041 0.000
H -24.365 13.143 -7.626 0.000
H -23.916 12.291 -9.072 0.000
H -24.034 11.406 -7.578 0.000
H -26.369 13.854 -8.713 0.000
H -28.760 12.395 -8.194 0.000
H -28.201 12.017 -9.857 0.000
H -28.593 13.686 -9.370 0.000
C -25.433 16.003 -6.400 0.000
C -25.984 15.387 -5.140 0.000
O -25.659 14.244 -4.777 0.000
N -26.703 16.288 -4.442 0.000
C -27.097 15.994 -3.054 0.000
H -24.346 16.063 -6.445 0.000
H -25.869 16.971 -6.648 0.000
H -25.531 15.240 -7.172 0.000
H -26.944 17.192 -4.823 0.000
H -27.024 16.820 -2.347 0.000
H -26.683 15.072 -2.646 0.000
H -28.162 15.790 -3.161 0.000
C -19.255 17.418 -6.206 0.000
C -20.617 16.708 -6.309 0.000
O -21.387 16.657 -5.304 0.000
N -20.811 15.940 -7.424 0.000
C -21.799 14.919 -7.632 0.000
H -19.292 18.450 -6.555 0.000
H -18.411 17.109 -6.823 0.000
H -18.824 17.281 -5.214 0.000
H -20.070 15.850 -8.105 0.000
H -22.283 14.628 -6.700 0.000
H -21.296 14.027 -8.004 0.000
H -22.514 15.244 -8.389 0.000
C -28.962 8.240 -7.295 -0.003
C -28.665 6.944 -8.146 -0.010
O -28.724 5.803 -7.756 0.037
N -28.395 7.174 -9.452 0.075
C -27.886 8.291 -10.081 0.011
H -29.588 9.000 -7.763 0.001
H -28.084 8.790 -6.954 0.000
H -29.469 7.919 -6.386 0.000
H -28.403 6.304 -9.964 -0.004
H -28.439 9.220 -9.940 0.005
H -27.943 8.064 -11.146 0.002
H -26.856 8.481 -9.779 0.002
N -30.910 13.897 -11.242 0.000
C -31.625 12.891 -11.735 0.000
C -32.940 12.599 -11.421 0.000
C -33.579 13.448 -10.537 0.000
C -32.894 14.486 -9.889 0.000
C -31.561 14.654 -10.304 0.000
H -31.136 12.306 -12.501 0.000
H -33.600 11.784 -11.679 0.000
H -34.629 13.337 -10.311 0.000
H -33.293 15.064 -9.068 0.000
H -31.066 15.549 -9.958 0.000
N -28.426 16.301 -8.085 0.000
C -28.798 15.983 -6.802 0.000
C -29.488 16.897 -6.018 0.000
C -29.885 18.104 -6.559 0.000
C -29.390 18.451 -7.873 0.000
C -28.606 17.552 -8.540 0.000
H -28.579 15.014 -6.379 0.000
H -29.711 16.642 -4.993 0.000
H -30.480 18.808 -5.995 0.000
H -29.596 19.440 -8.254 0.000
H -28.356 17.873 -9.540 0.000


[3]
136
Properties=species:S:1:pos:R:3:mulliken_spin:R:1 method="wB97M-V/def2-TZVPD" total_energy_ha=-4983.11268 total_charge=-1 homo_lumo_gap_ev="2.47 / 7.43" lumo_energy_ev="1.99 / 0.96" spin_multiplicity=6
C -0.056 -2.058 6.059 0.093
Cl 0.214 -2.680 4.378 0.444
Cl -1.120 -0.741 6.034 0.201
Cl 1.506 -1.484 6.823 0.305
H -0.486 -2.842 6.683 -0.022
C -5.376 -1.355 4.766 -0.023
Cl -5.729 -1.417 3.027 0.004
Cl -4.597 -2.893 5.340 0.023
Cl -6.870 -1.097 5.701 0.005
H -4.750 -0.501 5.023 0.018
C -0.641 -1.355 -1.623 -0.043
C -0.639 -1.070 -0.143 -0.003
C 0.598 -0.170 0.250 0.036
C 0.624 0.353 1.676 -0.053
C -0.756 1.066 1.920 0.041
C -1.987 0.244 1.628 -0.005
N -1.870 -0.316 0.266 0.338
O -3.136 -0.861 -0.214 0.608
C -2.119 -0.706 2.807 0.031
C -3.106 1.307 1.695 -0.022
C -0.581 -2.466 0.522 -0.123
H 0.289 -1.825 -1.942 0.001
H -0.862 -0.404 -2.107 0.009
H -1.517 -1.902 -1.970 0.004
H 1.501 -0.762 0.103 -0.003
H 0.752 0.626 -0.479 -0.003
H 1.536 0.881 1.956 -0.010
H 0.736 -0.525 2.312 0.036
H -0.717 1.985 1.335 -0.002
H -0.675 1.241 2.993 0.012
H -1.166 -1.181 3.041 -0.037
H -2.512 -0.176 3.674 0.040
H -2.852 -1.461 2.523 -0.008
H -2.960 1.925 0.810 0.012
H -4.101 0.890 1.537 -0.003
H -3.100 2.089 2.454 0.003
H 0.206 -3.128 0.160 -0.021
H -1.524 -3.003 0.627 -0.015
H -0.323 -2.431 1.580 0.142
C 8.033 -2.736 2.534 0.004
C 6.636 -3.097 3.205 -0.011
C 6.003 -1.725 3.565 0.029
C 4.625 -1.733 4.205 -0.002
C 3.673 -2.414 3.174 0.019
C 4.195 -3.767 2.507 -0.001
N 5.639 -3.664 2.235 0.341
O 6.151 -4.787 1.471 0.585
C 3.791 -4.857 3.462 0.016
C 3.338 -3.935 1.205 -0.052
C 6.937 -4.005 4.454 0.028
H 7.902 -2.056 1.693 -0.004
H 8.451 -3.672 2.165 0.002
H 8.691 -2.324 3.299 -0.001
H 6.636 -1.135 4.228 0.004
H 5.893 -1.077 2.695 -0.003
H 4.320 -0.746 4.551 0.007
H 4.786 -2.299 5.123 -0.005
H 3.322 -1.666 2.463 -0.015
H 2.718 -2.511 3.690 -0.013
H 4.279 -5.821 3.322 -0.006
H 3.849 -4.431 4.464 -0.004
H 2.780 -5.119 3.149 0.014
H 2.253 -3.870 1.279 0.062
H 3.700 -3.284 0.409 -0.014
H 3.466 -4.959 0.856 0.001
H 7.288 -4.929 3.996 -0.006
H 6.049 -4.256 5.034 -0.001
H 7.690 -3.569 5.111 0.001
C -1.261 5.284 1.012 0.037
C -0.034 6.215 0.847 -0.008
C 1.019 5.954 2.005 0.019
C 1.783 4.681 1.815 -0.005
C 2.442 4.675 0.390 0.038
C 1.557 4.957 -0.778 -0.002
N 0.710 6.129 -0.422 0.311
O -0.031 6.757 -1.519 0.617
C 2.482 5.186 -1.997 -0.001
C 0.800 3.660 -0.968 0.042
C -0.618 7.661 1.121 0.002
H -1.675 5.136 0.014 -0.004
H -2.133 5.598 1.585 -0.001
H -0.953 4.290 1.337 -0.007
H 1.577 6.843 2.298 -0.005
H 0.447 5.528 2.829 0.000
H 1.101 3.845 1.971 -0.002
H 2.612 4.513 2.503 0.000
H 2.978 3.726 0.365 -0.001
H 3.127 5.518 0.472 -0.001
H 3.060 4.301 -2.262 0.000
H 1.894 5.271 -2.912 0.002
H 3.192 6.005 -1.882 -0.004
H 0.249 3.315 -0.092 -0.016
H -0.003 3.752 -1.700 -0.007
H 1.471 2.949 -1.450 0.001
H -1.043 7.737 2.122 0.000
H -1.368 8.019 0.416 0.000
H 0.193 8.377 0.990 -0.003
C -2.814 0.882 -7.776 0.024
C -4.041 0.826 -6.837 0.018
C -3.873 -0.538 -6.016 0.001
C -2.968 -0.563 -4.798 0.002
C -3.273 0.614 -3.885 0.022
C -3.404 1.994 -4.586 0.003
N -4.190 1.941 -5.856 0.295
O -4.352 3.269 -6.518 0.628
C -4.193 2.740 -3.505 0.008
C -1.967 2.588 -4.643 0.016
C -5.331 0.583 -7.687 0.011
H -3.013 1.735 -8.425 -0.004
H -2.639 -0.023 -8.358 0.002
H -1.880 1.125 -7.270 -0.004
H -4.758 -1.156 -5.863 -0.002
H -3.321 -1.235 -6.646 -0.001
H -1.920 -0.509 -5.094 0.000
H -3.045 -1.511 -4.267 0.000
H -2.471 0.635 -3.147 0.006
H -4.201 0.327 -3.390 -0.001
H -4.121 3.816 -3.666 -0.001
H -5.235 2.420 -3.513 -0.006
H -3.756 2.495 -2.537 -0.002
H -1.502 2.464 -3.665 0.004
H -1.387 2.137 -5.448 -0.004
H -1.940 3.643 -4.917 -0.001
H -5.117 -0.309 -8.275 0.000
H -5.379 1.437 -8.363 0.000
H -6.238 0.556 -7.084 -0.006
N -0.609 -6.569 -2.311 0.000
C -1.176 -5.492 -1.655 0.002
C -2.411 -5.887 -1.033 0.001
C -2.516 -7.247 -1.287 -0.001
C -1.500 -7.622 -2.154 0.001
H 0.275 -6.563 -2.800 0.000
H -0.735 -4.507 -1.696 0.000
H -3.081 -5.271 -0.452 0.000
H -3.272 -7.905 -0.886 0.000
H -1.154 -8.556 -2.571 0.000